No. 1
12
Properties=species:S:1:pos:R:3 method="wB97M-V/def2-TZVPD" smiles="CC=O.C=N" multiplicity=1
C 2.967 -0.749 -0.197
N 2.170 0.083 0.340
H 4.027 -0.653 0.029
H 2.641 -1.526 -0.888
H 1.239 -0.204 0.065
O -0.947 -1.103 0.413
C -1.594 -0.349 -0.258
C -2.077 0.973 0.339
H -1.963 -0.582 -1.279
H -2.214 0.956 1.416
H -2.946 1.424 -0.147
H -1.302 1.730 0.167

No. 2
16
Properties=species:S:1:pos:R:3 method="wB97M-V/def2-TZVPD" multiplicity=1
C -0.647 -0.295 -1.123
C 0.597 0.604 1.576
N 0.582 -0.674 -0.701
N -0.700 0.606 -2.203
N -0.663 1.017 1.261
C 0.909 -1.313 0.525
O 2.035 -1.762 0.731
H 1.396 -0.329 -1.203
H -1.453 -1.012 -1.039
H -1.612 0.677 -2.627
H -0.329 1.529 -2.008
H -1.369 0.596 1.857
H -0.933 0.761 0.248
H -0.008 -1.694 1.014
H 0.766 0.130 2.533
H 1.426 1.160 1.157

No. 3
11
Properties=species:S:1:pos:R:3 method="wB97M-V/def2-TZVPD" smiles="NC=O.O=CO" multiplicity=1
C -1.658 0.697 0.910
N -0.889 0.223 1.936
O -2.375 1.650 1.031
H -1.552 0.131 -0.019
H -0.896 0.685 2.830
H -0.167 -0.447 1.779
O 1.283 -2.116 -1.766
C 1.594 -0.987 -1.898
O 0.857 -0.048 -1.169
H 2.341 -0.496 -2.521
H 1.462 0.708 -1.113

Energy relative to the best compared isomer or geometry (same formula, charge and spin)
In order: 207.2 384.4 57.8
Unit: kJ/mol